# 1
Formula: CH17NO6
Source: the Open Molecules 2025 dataset
Level of theory: ωB97M-V/def2-TZVPD

## Properties
Frontier orbital gap (spin up / spin down) in eV: 8.55 / 3.13
Highest occupied orbital energy (spin up / spin down) in eV: -12.730 / -12.730
⟨S²⟩: 0.754

```
! wB97M-V def2-TZVPD RIJCOSX def2/J DEFGRID3
* xyz 1 2
C -0.6924 1.0173 3.5527
N -0.6161 0.9389 2.1075
H -1.7287 1.3140 3.7670
H 0.0584 1.7030 3.9358
H -0.4778 0.0346 3.9707
H -1.0213 0.0691 1.7495
H -1.0109 1.7657 1.6368
H 3.7365 -0.4438 5.5747
H 3.7816 -1.7441 4.7760
O 3.1810 -1.0379 5.0476
H -2.1828 0.9816 -3.5520
H -3.0930 0.7763 -2.2821
O -2.4978 1.3965 -2.7252
H -1.8570 -0.2862 -6.0172
H -0.5579 0.3546 -5.5094
O -1.4769 0.5639 -5.7752
H -0.2747 -0.5083 -1.6037
H -0.3925 -1.9806 -1.6711
O -0.3356 -1.2171 -2.2623
H 1.9637 -2.0405 2.8639
H 1.3791 -0.6995 2.3122
O 1.3663 -1.6540 2.2193
H 0.7785 -0.4657 -3.6662
H 1.0759 1.0197 -4.0434
O 0.8944 0.1423 -4.4059
*
```


# 2
Formula: C3H7I2N2O2
Source: the Open Molecules 2025 dataset
Level of theory: ωB97M-V/def2-TZVPD

## Properties
Frontier orbital gap in eV: 8.90
Highest occupied orbital energy in eV: -13.425

```
! wB97M-V def2-TZVPD RIJCOSX def2/J DEFGRID3
* xyz 1 1
C 1.1209 0.9104 -0.4878
C -0.4133 -1.2230 0.2364
C -0.3475 0.1624 -0.3612
N 2.0991 0.2019 -0.9772
N -1.0131 1.1375 0.5705
O 1.3625 2.1078 -0.1289
O -1.6145 -1.3811 0.8504
I 1.1468 -1.3133 1.9311
I -1.4151 -0.1028 -2.2311
H -0.1985 -2.1278 -0.3556
H 2.0632 -0.8049 -0.8759
H 2.9434 0.6067 -1.2753
H -1.7810 1.7446 0.2411
H -0.2412 1.7869 0.8481
H -1.5185 0.4702 1.2371
H -2.1932 -2.1757 0.7782
*
```


# 3
Formula: C6H11N3OS
Source: the Open Molecules 2025 dataset
Level of theory: ωB97M-V/def2-TZVPD

## Properties
Frontier orbital gap (spin up / spin down) in eV: 7.65 / 7.64
Highest occupied orbital energy (spin up / spin down) in eV: -8.281 / -8.111

```
! wB97M-V def2-TZVPD RIJCOSX def2/J DEFGRID3
* xyz 0 1
C -2.8857 -0.0170 0.1076
C -0.5594 0.4693 0.5839
C 1.7104 1.1075 -0.4231
C 0.5074 -0.7167 -1.4627
C 1.2822 -1.0872 0.8892
C 0.7158 -0.0557 -0.0723
N -2.8825 1.0713 -0.8051
N -2.0023 1.8143 -0.9140
N -1.6741 -0.3496 0.5219
O -0.3699 1.0828 1.8269
S -4.3005 -0.8077 0.3782
H 1.2690 1.6354 -1.2911
H 2.6397 0.7067 -0.6830
H 1.8984 1.8347 0.3783
H 0.2563 -1.7940 -1.4340
H -0.1535 -0.1595 -2.0992
H 1.4726 -0.7550 -1.9730
H 0.9566 -2.0498 0.6178
H 1.0085 -0.9612 1.8733
H 2.3581 -1.3287 0.9235
H -1.7282 -1.0481 1.2359
H 0.4812 1.4079 1.8211
*
```


# 4
Formula: C7H17NO4S
Source: the Open Molecules 2025 dataset
Level of theory: ωB97M-V/def2-TZVPD

## Properties
Frontier orbital gap in eV: 8.34
Highest occupied orbital energy in eV: -7.851

```
! wB97M-V def2-TZVPD RIJCOSX def2/J DEFGRID3
* xyz 0 1
C 2.1535 1.3606 2.4654
C 0.3754 -0.0617 3.2982
C 0.2209 0.0986 -3.7134
C -3.3700 -1.1758 -0.1273
C 0.8050 0.8072 2.1315
C 1.3530 -0.5344 -2.9233
C 0.4242 0.3923 -0.3080
N 0.8895 0.0068 0.8934
O -1.9503 0.3444 -1.6155
O -1.2502 -1.9448 -1.2027
O 1.1295 -1.5363 -2.2841
O 0.1541 1.6924 -0.1975
S -1.5989 -0.5107 -0.4880
H 2.6035 1.7477 1.5379
H 2.1010 2.1362 3.1956
H 2.7298 0.5427 2.7935
H -0.7493 -0.2659 3.4369
H 0.6843 0.5581 4.2186
H 1.0047 -0.9848 3.2718
H 0.5615 1.0365 -4.2619
H -0.4924 0.3166 -3.0104
H -0.2390 -0.7664 -4.4015
H -3.9355 -0.9338 -1.0045
H -3.1269 -2.2841 -0.0927
H -3.6910 -0.7281 0.8377
H -0.0142 1.4868 2.0250
H 2.3582 -0.1308 -2.9545
H 1.6047 -0.7148 0.9985
H -0.1703 -1.8356 -1.7482
H -0.5647 1.8812 -0.7706
*
```


# 5
Formula: C44H36N4O4P2PdS2
Source: the Open Molecules 2025 dataset
Level of theory: ωB97M-V/def2-TZVPD

## Properties
Frontier orbital gap (spin up / spin down) in eV: 7.39 / 7.06
Highest occupied orbital energy (spin up / spin down) in eV: -7.523 / -7.796
⟨S²⟩: 2.007

```
! wB97M-V def2-TZVPD RIJCOSX def2/J DEFGRID3
* xyz 0 3
Pd 0.3532 -0.9105 -0.8662
O -3.1911 -1.8481 -2.7499
C -2.1685 -1.4010 -2.2633
O -1.2320 -2.0644 -1.6898
C -2.0076 0.1257 -2.2281
C -2.9540 0.9314 -2.8931
C -2.8288 2.2860 -2.8308
C -1.7493 2.8625 -2.1183
C -1.5533 4.2575 -1.9975
C -0.4829 4.7469 -1.3031
C 0.4451 3.8673 -0.7072
C 0.2855 2.5131 -0.8034
C -0.8262 1.9900 -1.5001
N -1.0048 0.6407 -1.5542
H -3.7482 0.4294 -3.4270
H -3.5395 2.9370 -3.3277
H -2.2656 4.9267 -2.4654
H -0.3387 5.8159 -1.2119
H 1.2909 4.2681 -0.1638
H 0.9897 1.8264 -0.3552
C 0.2386 -0.6475 2.9720
P -0.1791 -1.5526 1.4317
C 1.1461 -2.7618 1.1463
C 0.9454 -3.5555 0.0061
C 2.0074 -4.2570 -0.5453
C 3.2631 -4.2009 0.0461
C 3.4505 -3.4579 1.2016
C 2.4002 -2.7307 1.7457
C -1.6287 -2.5861 1.7434
C -1.5701 -3.6348 2.6616
C -2.6800 -4.4341 2.8719
C -3.8501 -4.1950 2.1600
C -3.9129 -3.1535 1.2485
C -2.8050 -2.3437 1.0457
P -0.4479 1.0834 2.8964
C -0.3480 1.5557 4.6613
C -1.1533 2.6098 5.0979
C -1.0747 3.0670 6.4026
C -0.1796 2.4869 7.2929
C 0.6320 1.4480 6.8677
C 0.5489 0.9853 5.5600
C -2.2474 0.7546 2.7727
C -2.9553 1.3740 1.7475
C -4.3128 1.1274 1.5772
C -4.9699 0.2686 2.4424
C -4.2765 -0.3353 3.4866
C -2.9244 -0.0920 3.6518
H 1.3248 -0.5546 3.0194
H -0.0896 -1.2189 3.8433
H -0.0315 -3.6085 -0.4628
H 1.8490 -4.8303 -1.4496
H 4.0949 -4.7341 -0.3953
H 4.4261 -3.4221 1.6695
H 2.5764 -2.1296 2.6288
H -0.6479 -3.8385 3.1954
H -2.6312 -5.2521 3.5797
H -4.7138 -4.8289 2.3173
H -4.8183 -2.9693 0.6850
H -2.8551 -1.5205 0.3489
H -1.8589 3.0672 4.4128
H -1.7142 3.8784 6.7267
H -0.1178 2.8447 8.3126
H 1.3334 0.9896 7.5538
H 1.1912 0.1692 5.2527
H -2.4423 2.0604 1.0883
H -4.8499 1.6071 0.7673
H -6.0260 0.0691 2.3094
H -4.7925 -1.0046 4.1637
H -2.3858 -0.5634 4.4672
N 4.0815 3.1732 -7.4076
C 3.5316 2.1657 -6.6269
C 2.3733 2.4049 -5.8775
C 1.7993 1.3914 -5.1380
C 2.3687 0.1245 -5.1293
C 3.5117 -0.1261 -5.8708
C 4.0892 0.8858 -6.6176
S 1.6116 -1.1544 -4.1677
O 0.2275 -1.2399 -4.5343
O 2.4513 -2.3220 -4.2812
N 1.6416 -0.5505 -2.6697
C 2.7660 -0.4265 -1.9448
S 4.4131 -0.7087 -2.3799
C 4.8944 -0.3208 -0.7582
C 3.8043 -0.0465 -0.0068
N 2.6062 -0.0884 -0.6689
H 3.8632 4.1128 -7.1216
H 5.0516 3.0561 -7.6487
H 1.9233 3.3911 -5.8868
H 0.9028 1.5797 -4.5586
H 3.9436 -1.1188 -5.8560
H 4.9789 0.6839 -7.2028
H 5.9291 -0.3176 -0.4580
H 3.8248 0.2178 1.0412
*
```


# 6
Formula: CH7ClN2Si2
Source: the Open Molecules 2025 dataset
Level of theory: ωB97M-V/def2-TZVPD

## Properties
Frontier orbital gap in eV: 9.54
Highest occupied orbital energy in eV: -8.852

```
! wB97M-V def2-TZVPD RIJCOSX def2/J DEFGRID3
* xyz 0 1
C 1.4981 -1.5304 -0.1043
N 0.2023 1.2099 -0.5796
N -1.3303 0.0173 0.4713
Si -0.9829 1.7336 0.5677
Si 0.0199 -0.5044 -0.5225
Cl -2.1243 -0.8984 1.6722
H 2.0446 -1.1300 0.7557
H 1.1585 -2.4408 0.4514
H 2.0999 -1.6193 -1.0176
H 0.6484 1.7515 -1.4312
H -0.5733 2.6017 1.6767
H -2.1371 2.0489 -0.3295
H -0.5237 -1.2396 -1.6103
*
```


Respective energy above the lowest of the compared OMol25 structures with the same formula, charge and spin values: 0.0000, 0.3761, 3.8491, 5.0227, 0.0000, 0.0000 eV.